# 1
C4H8N4 | ωB97M-V with the def2-TZVPD basis set

Properties
Molar mass   112.14 Da
Energy relative to the best compared isomer or geometry (same formula, charge and spin)   526.1 kJ/mol
Lowest unoccupied orbital energy   0.83 eV
2S+1   1
Orbital gap   0.3479 hartree

The geometry in XYZ format:
```
16
Properties=species:S:1:pos:R:3:forces:R:3
H 4.50518 0.10657 -0.13344 -1.160 -0.028 0.229
N 3.51978 0.37037 0.09429 -0.294 -2.688 -1.784
C 2.63758 -0.57933 -0.22658 3.235 1.708 2.050
N 1.36880 -0.23470 0.10203 -6.592 -0.126 -1.267
C 0.70399 1.08541 0.10307 -4.665 -5.627 -1.858
N -0.64318 1.15768 -0.15474 5.295 -0.627 2.145
N -1.19557 -0.18219 -0.13304 1.257 2.412 -1.794
C -2.32155 -0.27693 0.72638 -0.271 -2.803 5.563
C -2.54244 0.00582 -0.65760 -1.785 -1.767 -2.705
H 2.86342 -1.71521 -0.46567 -0.637 2.477 0.143
H 0.40875 -0.85872 -0.17903 3.275 1.323 0.815
H 1.15791 1.92933 0.36353 2.297 3.328 0.506
H -2.09413 -1.42031 1.19258 -1.963 2.897 -1.352
H -2.69179 0.41386 1.57251 1.367 -0.698 -1.590
H -2.70162 1.09941 -0.95564 -0.210 -1.993 0.399
H -2.97512 -0.90106 -1.24868 0.852 2.211 0.499
```
Positions in Å, forces in eV/Å.

Results of the Mulliken charge analysis, in e, for atoms 1 through 8: number 1, H, carries 0.215; number 2, N, carries -0.616; number 3, C, carries 0.096; number 4, N, carries -0.231; number 5, C, carries -0.210; number 6, N, carries -0.599; number 7, N, carries -0.052; number 8, C, carries -0.472

# 2
C4H11N2 | ωB97M-V with the def2-TZVPD basis set

Properties
Molar mass   87.15 Da
Energy relative to the best compared isomer or geometry (same formula, charge and spin)   199.6 kJ/mol
Charge   +2
Lowest unoccupied orbital energy (spin up / spin down)   -7.93 / -12.19 eV
2S+1   2
Orbital gap (spin up / spin down)   0.4263 / 0.2707 hartree

The geometry in XYZ format:
```
17
Properties=species:S:1:pos:R:3:forces:R:3
C -1.26743 -0.81841 1.30825 0.529 -0.917 -1.819
C 0.25973 -0.58617 1.45191 0.389 -0.541 -1.244
C 0.84358 0.36382 0.43436 -1.434 2.656 -1.302
C 0.91516 0.25471 -0.91231 1.245 -1.058 1.010
N 1.25273 1.46663 -1.72678 -1.572 0.230 -0.228
N -1.60509 -1.16809 -0.05935 -1.862 1.373 -0.182
H -1.96236 0.00392 1.61589 0.393 -0.147 -0.158
H -1.65223 -1.72699 1.78096 0.324 0.146 0.995
H 0.79668 -1.51589 1.19755 -0.462 -0.157 0.956
H 0.42614 -0.23320 2.45528 0.450 -0.137 0.317
H 0.98430 1.41526 0.74275 -0.096 -0.473 0.475
H 1.10536 -0.71132 -1.35997 -0.474 0.050 -0.679
H 0.99019 2.20798 -1.06141 0.939 0.533 -0.513
H 2.19656 1.53413 -2.13145 0.182 -0.003 0.649
H 0.62676 1.67020 -2.55885 0.456 -0.789 0.967
H -2.56811 -1.44228 -0.24230 -0.335 -0.820 0.535
H -1.34197 -0.71432 -0.93452 1.328 0.055 0.221
```
Positions in Å, forces in eV/Å.

Results of the Mulliken charge analysis, in e, for atoms 1 through 8: number 1, C, carries -0.318; number 2, C, carries -0.611; number 3, C, carries -0.229; number 4, C, carries -0.313; number 5, N, carries -0.337; number 6, N, carries -0.087; number 7, H, carries 0.370; number 8, H, carries 0.315

# 3
C7H37NO12 | ωB97M-V with the def2-TZVPD basis set

Properties
Molar mass   327.37 Da
Energy relative to the best compared isomer or geometry (same formula, charge and spin)   251.3 kJ/mol
Charge   +1
Lowest unoccupied orbital energy (spin up / spin down)   -2.65 / -6.06 eV
2S+1   2
Orbital gap (spin up / spin down)   0.3754 / 0.2555 hartree

The geometry in XYZ format:
```
57
Properties=species:S:1:pos:R:3:forces:R:3
C 1.02457 -0.15407 3.97258 0.397 -1.634 -1.736
C 1.04667 0.23879 2.46002 -0.139 2.811 -0.139
C 0.35897 -0.83576 1.72453 -0.965 1.234 1.637
C -0.91657 -0.56976 1.27762 -1.865 -1.241 -1.043
N -1.82488 -1.51371 0.88575 2.543 0.706 -1.408
C -2.68802 -1.21336 -0.28107 -1.175 -2.572 -1.107
C -2.23398 -1.96501 -2.75771 -0.750 0.551 0.519
C -1.89974 -1.44188 -1.58178 2.955 -0.226 0.889
H 1.77588 -0.91563 4.11459 0.473 -0.306 0.031
H 0.10873 -0.67019 4.18805 -0.593 0.179 0.495
H 1.23909 0.59218 4.67547 0.014 1.426 0.636
H 2.06597 0.30966 2.03823 -0.503 0.134 0.667
H 0.52677 1.29576 2.29021 0.943 -2.266 0.302
H 0.72104 -1.82075 1.92876 0.136 -0.700 -0.424
H -1.31162 0.44400 1.21356 0.353 -0.028 -0.131
H -1.44471 -2.53393 0.88375 -1.178 1.062 0.275
H -3.39364 -2.07911 -0.31297 -0.152 1.033 0.360
H -3.20835 -0.25549 -0.34008 0.304 0.003 0.840
H -3.23297 -2.29977 -2.97370 -0.450 0.038 0.042
H -1.57946 -1.99310 -3.61512 0.472 -0.141 0.275
H -0.78676 -1.33583 -1.35552 -1.290 0.422 -0.778
H 0.61753 0.80591 -3.29980 0.407 -0.264 0.493
H 0.81383 0.49211 -4.67190 0.402 -0.410 -0.792
O 1.14755 0.18326 -3.82663 -0.872 0.661 0.311
H 1.20564 -3.52994 -1.27524 -0.380 0.061 0.369
H 1.32180 -2.74981 -0.00430 -0.103 -0.410 0.089
O 0.75710 -3.41921 -0.40689 0.157 0.061 -0.227
H 2.72707 3.50649 0.85661 -0.680 -0.238 -0.931
H 1.22112 3.19701 0.34080 2.023 -0.139 0.225
O 2.21719 3.21785 0.06491 -1.217 0.069 1.247
H -0.77560 3.83522 0.13793 -0.547 -0.164 -0.141
H -1.05536 2.59934 1.09944 -0.417 0.409 -0.189
O -0.38229 3.14513 0.68527 0.853 -0.048 0.292
H 1.27062 3.39640 -1.44636 0.675 0.305 0.075
H 1.88666 3.80881 -2.79731 0.753 0.275 -0.205
O 1.11819 3.43352 -2.39277 -1.059 -0.704 -0.513
H 3.34115 -3.10917 -2.36975 0.230 -0.227 0.360
H 2.48152 -2.24171 -3.21527 -0.443 0.027 0.538
O 2.49090 -2.66299 -2.33408 0.288 0.279 -0.969
H 2.66796 1.48032 -1.13483 -0.115 0.774 0.314
H 2.25388 0.27001 -1.94736 -0.230 -0.225 -0.629
O 2.93703 0.59864 -1.37357 0.518 -0.426 0.278
H -1.34653 -4.17969 2.18453 0.333 -0.362 0.398
H -0.69550 -4.39999 0.73945 -0.757 0.070 0.828
O -1.52998 -4.20942 1.24785 0.768 0.196 -1.300
H -2.68220 2.58055 -0.44961 -0.253 0.738 -0.661
H -3.85898 2.69500 0.60229 -0.852 0.823 -0.129
O -3.07409 2.24280 0.35045 1.151 -1.596 0.678
H -0.70912 3.34754 -2.27276 -0.422 -0.055 1.095
H -1.31687 4.60085 -2.36761 -0.700 0.899 0.273
O -1.39403 3.85824 -1.76321 0.635 -0.659 -1.188
H -1.70974 -0.40472 3.28308 0.285 -0.286 1.256
H -3.05920 -0.20326 3.60578 -0.671 -0.090 0.928
O -2.26508 -0.47483 4.09141 0.108 0.410 -1.958
H 2.37565 -1.38575 0.20624 0.715 0.740 -0.982
H 3.66722 -0.52154 0.54597 0.372 0.522 -1.307
O 2.98797 -1.08603 0.87208 -0.483 -1.501 1.874
```
Positions in Å, forces in eV/Å.

Results of the Mulliken charge analysis, in e, for atoms 1 through 8: number 1, C, carries -1.440; number 2, C, carries 0.430; number 3, C, carries -0.307; number 4, C, carries -1.010; number 5, N, carries 0.230; number 6, C, carries -0.689; number 7, C, carries -0.920; number 8, C, carries 0.414

# 4
C18H26F4N4O2S | ωB97M-V with the def2-TZVPD basis set

Properties
Molar mass   438.49 Da
Lowest unoccupied orbital energy   -0.67 eV
2S+1   1
Orbital gap   0.3100 hartree

The geometry in XYZ format:
```
55
Properties=species:S:1:pos:R:3:forces:R:3
C -1.11863 4.99274 -1.77615 -0.007 -0.027 -0.010
C -2.54865 4.59261 -1.38686 0.016 0.055 -0.108
C -2.63437 3.31442 -0.55885 -0.026 -0.617 -0.607
F -1.61437 3.25907 0.39306 -0.098 0.384 0.282
C -2.47111 2.08446 -1.42683 0.046 0.386 0.338
C -1.24208 1.64481 -1.79096 0.222 -0.394 -0.284
C -1.03850 0.47968 -2.60518 0.094 0.123 0.209
C 0.38177 0.10608 -2.97638 -0.230 0.212 -0.059
C 0.60916 0.08472 -4.49348 0.224 -0.310 0.569
C 0.45988 1.43114 -5.14849 0.057 -0.184 -0.609
F -0.81388 1.85888 -5.22124 0.112 0.037 0.163
F 0.91472 1.37438 -6.42501 -0.071 0.078 0.198
F 1.17666 2.38315 -4.52282 -0.137 -0.029 0.032
C -2.10222 -0.25703 -3.02568 0.261 -0.057 0.039
C -3.39769 0.17450 -2.66736 -0.409 -0.031 0.043
N -4.55450 -0.41702 -2.99657 0.041 -0.061 -0.131
S -5.72334 0.47433 -2.37803 -0.055 0.154 0.158
N -4.88316 1.63548 -1.64885 -0.118 -0.219 -0.107
C -3.59726 1.34964 -1.87980 0.234 0.036 -0.111
H -0.88876 4.65258 -2.78465 0.119 -0.035 0.015
H -0.37798 4.57886 -1.09461 -0.012 -0.003 0.033
H -0.99118 6.07328 -1.75446 -0.082 0.034 -0.056
H -3.07650 5.40416 -0.88649 0.124 -0.009 0.171
H -3.10164 4.38997 -2.30617 -0.209 0.082 0.074
H -3.59203 3.23412 -0.04506 0.042 0.162 0.148
H -0.35809 2.17147 -1.45725 -0.024 0.072 0.076
H 1.06596 0.81587 -2.51344 0.071 -0.035 0.004
H 0.62500 -0.87491 -2.56664 0.034 -0.046 -0.070
H -0.06167 -0.64118 -4.94865 -0.103 0.204 -0.262
H 1.62456 -0.25453 -4.69987 0.035 0.078 -0.034
H -1.96883 -1.15192 -3.61839 -0.101 -0.030 -0.040
C 1.45439 -0.39128 3.24661 -0.056 0.311 -0.205
C 1.21600 -0.56861 1.76934 0.076 -0.029 -0.058
O 2.07819 -1.00111 1.01457 -0.022 -0.027 0.021
N -0.00821 -0.23575 1.28302 0.007 0.024 0.075
C -1.15801 0.28814 1.99474 -0.065 -0.049 -0.321
H 2.46389 -0.69865 3.47439 0.039 -0.064 -0.003
H 1.32668 0.65575 3.53154 -0.106 -0.028 0.005
H 0.76888 -1.00971 3.82190 0.009 0.032 0.091
H -0.09911 -0.38175 0.28972 -0.032 0.018 -0.008
H -2.00470 -0.39186 1.87578 -0.037 0.019 0.130
H -1.43916 1.25797 1.58496 -0.021 0.034 0.085
H -0.95038 0.40619 3.05284 0.088 -0.060 0.004
C 3.19854 -4.23234 3.10058 -0.039 0.066 -0.016
C 3.01782 -3.73773 4.51684 -0.017 0.072 -0.096
O 2.53296 -2.64228 4.75185 0.066 -0.243 0.208
N 3.41617 -4.55375 5.52798 0.006 -0.038 -0.082
C 4.00797 -5.87382 5.43533 -0.068 0.169 0.240
H 2.83778 -3.46504 2.42007 0.006 0.039 0.041
H 4.25165 -4.42106 2.88878 -0.015 -0.080 -0.020
H 2.63097 -5.14931 2.93586 0.071 -0.042 -0.018
H 3.26772 -4.16093 6.44401 0.006 -0.003 0.008
H 3.38230 -6.60454 5.95084 0.026 -0.071 -0.064
H 4.99496 -5.87800 5.90103 0.033 -0.068 -0.065
H 4.11145 -6.17436 4.39856 -0.004 0.010 -0.017
```
Positions in Å, forces in eV/Å.

Results of the Mulliken charge analysis, in e, for atoms 1 through 8: number 1, C, carries -1.055; number 2, C, carries -0.548; number 3, C, carries -0.343; number 4, F, carries -0.372; number 5, C, carries 0.048; number 6, C, carries 0.201; number 7, C, carries 0.390; number 8, C, carries -1.219

# 5
C20H21Br2Cl3N3O6TeTi | ωB97M-V with the def2-TZVPD basis set

Properties
Molar mass   841.04 Da
Energy relative to the best compared isomer or geometry (same formula, charge and spin)   113.2 kJ/mol
Charge   -1
Lowest unoccupied orbital energy (spin up / spin down)   1.20 / 1.20 eV
2S+1   1
Orbital gap (spin up / spin down)   0.1941 / 0.1941 hartree

The geometry in XYZ format:
```
57
Properties=species:S:1:pos:R:3:forces:R:3
Ti -0.42131 0.41633 0.08278 0.646 0.220 -1.010
O -1.02346 1.52978 -1.83633 -0.018 -0.038 -0.017
C -0.45459 2.83769 -1.90811 0.086 0.107 -0.037
C -0.72495 3.50012 -0.57497 -0.012 -0.141 -0.071
N -0.25190 2.69541 0.57509 -0.124 -0.115 0.006
C 1.15621 2.92661 0.89594 0.051 -0.021 0.059
C 2.03115 2.04441 0.01121 -0.138 0.026 -0.321
O 3.21595 2.25632 -0.10153 0.029 0.005 0.215
O 1.36160 1.11404 -0.62001 0.015 -0.103 0.590
C -1.18237 2.84969 1.69782 0.023 0.090 -0.025
C -2.45732 2.10224 1.31241 -0.020 -0.002 -0.208
O -3.55564 2.47662 1.64671 0.000 -0.046 0.141
O -2.20553 1.06216 0.55734 -0.133 -0.054 0.169
H -0.85647 1.05672 -2.66819 0.060 -0.102 0.072
H -0.94563 3.41436 -2.69560 -0.030 -0.026 -0.003
H 0.61141 2.77551 -2.12913 -0.001 -0.038 -0.005
H -1.80384 3.62192 -0.47507 0.000 0.016 0.007
H -0.26612 4.49355 -0.56167 -0.011 0.013 0.054
H 1.34306 2.62955 1.92699 -0.014 0.016 0.009
H 1.45343 3.97085 0.77137 -0.038 0.017 0.007
H -1.42249 3.89268 1.91740 0.042 0.015 0.013
H -0.74472 2.38636 2.58373 -0.011 -0.005 0.004
C -3.00650 -1.89419 -0.69405 0.079 0.125 0.062
C -2.39624 -2.10483 0.64129 -0.132 -0.057 0.012
C -2.91635 -3.11401 1.50418 0.028 0.029 -0.054
C -2.41625 -3.30672 2.75189 0.014 0.067 0.051
C -1.35990 -2.48206 3.21368 -0.010 -0.125 0.049
C -0.76857 -2.50773 4.50221 -0.054 0.017 -0.026
Br -1.35819 -3.77276 5.78572 0.000 -0.006 0.008
C 0.20229 -1.61799 4.85446 0.053 0.036 -0.071
C 0.65943 -0.66572 3.91881 -0.037 -0.017 0.110
Br 1.95665 0.59998 4.43766 0.043 0.006 -0.004
C 0.14708 -0.61775 2.64971 -0.083 0.017 -0.029
O 0.52373 0.24930 1.71570 -0.234 -0.182 0.207
C -0.88495 -1.53139 2.30741 0.032 -0.006 0.037
N -1.39091 -1.35959 1.05664 0.206 0.100 0.418
H -4.02771 -2.27092 -0.70156 0.009 -0.027 -0.024
H -2.45775 -2.43409 -1.48717 -0.084 -0.058 -0.001
H -3.01453 -0.83748 -0.95508 -0.003 0.000 -0.005
H -3.74218 -3.71076 1.14340 0.028 -0.019 -0.040
H -2.83450 -4.05849 3.40735 0.023 -0.023 -0.011
H 0.62401 -1.62813 5.84890 0.018 -0.010 -0.006
C 4.54496 -0.30102 -4.41324 0.010 -0.084 -0.113
Te 3.14459 0.47064 -2.99732 0.138 0.151 -0.195
C 3.63842 -1.00000 -1.55318 -0.011 -0.045 0.062
H 4.18587 -1.22796 -4.85576 -0.014 -0.001 0.027
H 5.49836 -0.47047 -3.91578 0.002 0.018 -0.006
H 4.68559 0.44054 -5.19826 -0.008 -0.003 0.003
H 4.65256 -0.83928 -1.19521 -0.006 -0.005 0.004
H 3.53494 -1.98851 -1.99671 -0.016 0.006 -0.005
H 2.93449 -0.88500 -0.73332 0.008 0.009 0.005
Cl -2.21570 -3.49082 -3.55748 -0.300 -0.231 0.001
C 0.12603 -1.79126 -3.55500 1.042 0.655 -0.205
Cl -0.41453 -0.57644 -4.68071 -0.132 -0.114 0.043
Cl 1.20814 -2.97717 -4.15553 -0.191 -0.099 0.065
C 0.18606 -1.35108 -2.30431 -0.598 -0.418 -0.013
N -0.10489 -0.99975 -1.19748 -0.219 0.460 -0.005
```
Positions in Å, forces in eV/Å.

Results of the Mulliken charge analysis, in e, for atoms 1 through 8: number 1, Ti, carries -0.293; number 2, O, carries -0.357; number 3, C, carries -0.485; number 4, C, carries -0.970; number 5, N, carries 0.529; number 6, C, carries -0.968; number 7, C, carries 0.613; number 8, O, carries -0.634